Version w
A molecular structure, C16H26N2SiSn. Source: OMol25; level of theory: ωB97M-V/def2-TZVPD.

E_LUMO (alpha / beta) (eV): -0.957 / -0.957
HOMO-LUMO gap (alpha / beta) (eV): 4.9 / 4.9
E_HOMO (alpha / beta) (eV): -5.8 / -5.8

```
! wB97M-V def2-TZVPD RIJCOSX def2/J DEFGRID3
* xyz 0 1
C -1.15 1.48 2.37
C -1.16 -1.29 2.46
H -0.15 1.83 2.63
H -1.66 1.08 3.25
H -1.76 2.28 1.93
H -0.87 -2.27 2.07
H -0.48 -1.01 3.27
H -2.20 -1.30 2.81
C -0.43 2.70 -0.68
C -0.07 3.49 -1.76
C 0.16 2.88 -2.99
C 0.03 1.50 -3.09
H -0.61 3.11 0.31
H 0.03 4.56 -1.63
H 0.45 3.47 -3.85
H 0.22 1.01 -4.03
N -0.57 1.37 -0.78
C -0.34 0.76 -1.96
C -0.47 -0.71 -1.98
N -0.74 -1.30 -0.79
C -0.86 -2.64 -0.73
C -0.44 -2.86 -3.08
C -0.72 -3.45 -1.85
H -1.07 -3.05 0.25
H -0.82 -4.53 -1.75
C -0.32 -1.48 -3.14
H -0.11 -1.00 -4.09
H -0.32 -3.46 -3.97
Sn -0.92 0.05 0.93
C -2.99 0.08 0.74
H -3.32 -0.96 0.63
H -3.22 0.65 -0.17
H -3.44 0.54 1.61
C 2.25 -1.67 0.52
Si 1.62 -0.07 1.24
C 2.15 -0.02 3.04
C 2.46 1.35 0.37
H 1.77 -2.53 1.04
H 3.35 -1.73 0.65
H 2.02 -1.71 -0.57
H 3.26 -0.06 3.09
H 1.81 0.92 3.51
H 1.74 -0.89 3.59
H 3.56 1.26 0.51
H 2.24 1.31 -0.72
H 2.11 2.31 0.79
*
```

These are the natural (NBO) partial charges, in e, on atoms 1 to 8:
1. C -1.1395
2. C -1.1314
3. H 0.1975
4. H 0.2301
5. H 0.1938
6. H 0.1764
7. H 0.2158
8. H 0.2204

=====

Version x
A molecular structure, C16H26N2SiSn. Source: OMol25; level of theory: ωB97M-V/def2-TZVPD.

E_LUMO (alpha / beta) (eV): 0.158 / 0.159
HOMO-LUMO gap (alpha / beta) (eV): 4.4 / 4.4
E_HOMO (alpha / beta) (eV): -4.3 / -4.3

```
! wB97M-V def2-TZVPD RIJCOSX def2/J DEFGRID3
* xyz 0 1
C 2.98 -0.02 -0.22
C 2.61 0.85 0.88
H 3.40 -0.91 0.18
H 3.72 0.54 -0.87
H 2.23 -0.38 -0.99
H 1.59 1.12 1.35
H 3.00 0.41 1.79
H 2.85 1.84 0.63
C -1.31 -2.26 -2.03
C -2.19 -3.24 -2.48
C -3.56 -3.18 -2.08
C -4.04 -2.17 -1.27
H -0.24 -2.18 -2.30
H -1.82 -4.05 -3.13
H -4.29 -3.90 -2.40
H -5.10 -2.02 -0.92
N -1.79 -1.32 -1.20
C -3.09 -1.23 -0.84
C -3.44 -0.15 0.08
N -2.43 0.62 0.53
C -2.55 1.61 1.43
C -4.91 1.02 1.48
C -3.82 1.84 1.94
H -1.62 2.17 1.68
H -3.96 2.63 2.70
C -4.76 0.02 0.55
H -5.53 -0.65 0.14
H -5.91 1.17 1.84
Sn -0.61 -0.05 -0.08
C -0.27 1.47 -1.61
H -0.61 2.41 -1.22
H -0.88 1.19 -2.44
H 0.77 1.52 -1.90
C -1.04 -1.12 3.27
Si 0.07 -1.68 1.86
C 1.69 -2.06 2.73
C -0.52 -3.36 1.27
H -0.65 -0.12 3.52
H -0.99 -1.81 4.12
H -2.05 -1.07 2.85
H 1.58 -2.87 3.44
H 2.36 -2.34 1.92
H 1.97 -1.14 3.24
H -0.43 -4.12 2.05
H -1.57 -3.22 0.97
H 0.13 -3.58 0.41
*
```

These are the natural (NBO) partial charges, in e, on atoms 1 to 8:
1. C -0.6238
2. C -0.6449
3. H 0.2162
4. H 0.2264
5. H 0.1995
6. H 0.2025
7. H 0.2279
8. H 0.2225

=====

Energies, relative to the best one, in kcal/mol: version w 0.0; version x 10.8.

=====

Version w
A single C14H16N2O4S molecule. Source: OMol25; level of theory: ωB97M-V/def2-TZVPD.

E_LUMO (eV): 0.486
HOMO-LUMO gap (eV): 8.8
E_HOMO (eV): -8.3
SMILES: Cc1ccc(CCC(=O)Nc2ccc(S(N)(=O)=O)cc2)o1

```
! wB97M-V def2-TZVPD RIJCOSX def2/J DEFGRID3
* xyz 0 1
C -2.88 -4.64 -0.83
C -2.10 -3.84 0.14
C -0.78 -3.53 0.21
C -0.61 -2.71 1.36
C -1.85 -2.59 1.92
C -2.34 -1.80 3.08
C -3.13 -0.57 2.60
C -2.46 0.07 1.39
O -3.02 0.21 0.33
N -1.17 0.47 1.64
C -0.20 0.91 0.75
C -0.45 1.07 -0.61
C 0.57 1.49 -1.45
C 1.82 1.74 -0.93
S 3.12 2.32 -2.01
N 2.85 3.99 -1.94
O 2.86 1.88 -3.35
O 4.39 2.06 -1.41
C 2.09 1.58 0.41
C 1.08 1.16 1.26
O -2.76 -3.27 1.18
H -3.41 -5.45 -0.33
H -2.21 -5.06 -1.58
H -3.62 -4.01 -1.33
H -0.01 -3.83 -0.48
H 0.30 -2.29 1.72
H -2.99 -2.41 3.71
H -1.48 -1.50 3.69
H -4.12 -0.87 2.28
H -3.22 0.17 3.40
H -0.84 0.33 2.59
H -1.43 0.87 -1.00
H 0.41 1.61 -2.51
H 3.66 4.47 -1.59
H 2.57 4.35 -2.84
H 3.08 1.78 0.78
H 1.27 1.03 2.31
*
```

These are the natural (NBO) partial charges, in e, on atoms 1 to 8:
1. C -0.6506
2. C 0.2946
3. C -0.3210
4. C -0.2988
5. C 0.2576
6. C -0.4353
7. C -0.4957
8. C 0.6992

=====

Version x
A single C14H16N2O4S molecule. Source: OMol25; level of theory: ωB97M-V/def2-TZVPD.

E_LUMO (eV): 0.569
HOMO-LUMO gap (eV): 9.2
E_HOMO (eV): -8.6
SMILES: CCOC(=O)CSc1nnc(COc2cccc(C)c2)o1

```
! wB97M-V def2-TZVPD RIJCOSX def2/J DEFGRID3
* xyz 0 1
C -2.34 -5.88 -0.63
C -1.90 -5.25 0.68
O -0.60 -4.65 0.56
C -0.54 -3.42 0.06
O -1.48 -2.77 -0.31
C 0.89 -2.92 0.06
S 1.17 -2.06 1.66
C 0.07 -0.75 1.44
N -0.55 -0.08 2.36
N -1.27 0.86 1.73
C -1.07 0.72 0.46
C -1.69 1.50 -0.65
O -0.75 1.99 -1.57
C 0.14 2.95 -1.15
C 0.18 3.51 0.12
C 1.14 4.47 0.40
C 2.05 4.87 -0.55
C 2.02 4.31 -1.83
C 3.00 4.76 -2.87
C 1.06 3.36 -2.12
O -0.21 -0.29 0.20
H -1.61 -6.61 -0.96
H -2.45 -5.11 -1.40
H -3.30 -6.38 -0.49
H -1.78 -6.00 1.46
H -2.61 -4.48 0.99
H 1.60 -3.75 0.04
H 1.07 -2.22 -0.76
H -2.30 2.29 -0.21
H -2.33 0.83 -1.24
H -0.52 3.21 0.89
H 1.17 4.90 1.39
H 2.79 5.62 -0.32
H 2.90 4.17 -3.78
H 2.84 5.81 -3.12
H 4.02 4.66 -2.50
H 1.01 2.90 -3.09
*
```

These are the natural (NBO) partial charges, in e, on atoms 1 to 8:
1. C -0.6344
2. C -0.0764
3. O -0.5021
4. C 0.7818
5. O -0.5971
6. C -0.6171
7. S 0.3196
8. C 0.2740

=====

Energies, relative to the best one, in kcal/mol: version w 0.0; version x 19.6.

=====

Version w
A single C3H3I2N molecule. Source: OMol25; level of theory: ωB97M-V/def2-TZVPD.

E_LUMO (alpha / beta) (eV): -1.616 / -1.616
HOMO-LUMO gap (alpha / beta) (eV): 6.4 / 6.4
E_HOMO (alpha / beta) (eV): -8.1 / -8.1

```
! wB97M-V def2-TZVPD RIJCOSX def2/J DEFGRID3
* xyz 0 1
C -0.67 -1.88 -1.08
C 1.00 -0.11 0.85
C -1.56 -0.92 -1.14
N 0.27 -2.54 -1.08
I 2.05 -1.71 0.22
I -3.15 -1.05 0.31
H 1.30 0.75 0.45
H 0.92 0.06 1.87
H -1.99 -0.34 -1.94
*
```

These are the natural (NBO) partial charges, in e, on atoms 1 to 8:
1. C 0.2476
2. C -0.6934
3. C -0.4898
4. N -0.4977
5. I 0.7019
6. I 0.1133
7. H 0.1667
8. H 0.1955

=====

Version x
A molecular structure, C3H3I2N. Source: OMol25; level of theory: ωB97M-V/def2-TZVPD.

E_LUMO (eV): -0.591
HOMO-LUMO gap (eV): 9.2
E_HOMO (eV): -9.8

```
! wB97M-V def2-TZVPD RIJCOSX def2/J DEFGRID3
* xyz 0 1
C -0.15 -0.47 -1.58
C 0.38 0.81 0.76
C -0.32 -0.71 -0.17
N 0.13 -0.34 -2.68
I -1.19 2.26 0.88
I 0.72 -2.53 0.52
H 0.65 0.63 1.87
H 1.19 1.16 0.20
H -1.41 -0.81 0.19
*
```

These are the natural (NBO) partial charges, in e, on atoms 1 to 8:
1. C 0.1966
2. C -0.4902
3. C -0.4466
4. N -0.2651
5. I 0.1193
6. I 0.1625
7. H 0.2429
8. H 0.2059

=====

Energies, relative to the best one, in kcal/mol: version w 84.4; version x 0.0.

=====

Version w
2 unconnected molecules or ions with the total composition C4H7O3S. Source: OMol25; level of theory: ωB97M-V/def2-TZVPD.

E_LUMO (alpha / beta) (eV): 3.602 / 3.602
HOMO-LUMO gap (alpha / beta) (eV): 6.6 / 6.6
E_HOMO (alpha / beta) (eV): -3.0 / -3.0

```
! wB97M-V def2-TZVPD RIJCOSX def2/J DEFGRID3
* xyz -1 1
C -2.23 0.07 -0.13
C 1.13 -1.10 -0.19
C -1.35 0.92 -0.82
C 0.70 0.22 0.32
O -2.97 0.70 0.86
O -2.37 -1.13 -0.33
O -1.28 2.27 -0.57
S 1.53 1.65 0.05
H 1.80 -0.99 -1.04
H 0.26 -1.70 -0.46
H 1.66 -1.63 0.61
H -0.94 0.57 -1.76
H 0.14 0.18 1.26
H -0.32 2.47 -0.39
H -2.75 1.64 0.77
*
```

These are the natural (NBO) partial charges, in e, on atoms 1 to 8:
1. C 0.6545
2. C -0.6860
3. C -0.1209
4. C -0.2526
5. O -0.7287
6. O -0.6981
7. O -0.7713
8. S -0.3500

=====

Version x
2 unconnected molecules or ions with the total composition C4H7O3S. Source: OMol25; level of theory: ωB97M-V/def2-TZVPD.

E_LUMO (alpha / beta) (eV): 2.289 / 2.289
HOMO-LUMO gap (alpha / beta) (eV): 4.6 / 4.6
E_HOMO (alpha / beta) (eV): -2.3 / -2.3

```
! wB97M-V def2-TZVPD RIJCOSX def2/J DEFGRID3
* xyz -1 1
C 1.92 1.29 0.52
C -2.26 0.07 -0.60
C 1.43 0.49 -0.51
C -1.80 -1.09 0.35
O 2.83 0.72 1.40
O 1.74 2.49 0.81
O 1.98 -0.79 -0.65
S -2.21 -2.69 0.25
H -3.27 -0.12 -1.19
H -1.51 0.34 -1.31
H -2.41 0.88 0.04
H 0.62 0.82 -1.15
H -1.31 -0.71 1.19
H 1.43 -1.51 -0.16
H 2.82 -0.19 1.00
*
```

These are the natural (NBO) partial charges, in e, on atoms 1 to 8:
1. C 0.6117
2. C -0.6727
3. C -0.3444
4. C -0.1830
5. O -0.7379
6. O -0.7793
7. O -0.7511
8. S -0.0476

=====

Energies, relative to the best one, in kcal/mol: version w 0.0; version x 35.7.